Record 1
{
  "formula": "C65H65CdCl3N3O2P2SiTe",
  "method": "ωB97M-V/def2-TZVPD",
  "gap_ha": [0.26516, 0.21311],
  "spin_multiplicity": 2,
  "charge": 0,
  "molar_mass_da": 1356.659,
  "species": ["Cd", "C", "C", "C", "C", "C", "C", "C", "C", "P", "C", "C", "C", "C", "C", "C", "C", "C", "C", "C", "C", "C", "C", "O", "C", "C", "C", "C", "C", "C", "P", "C", "C", "C", "C", "C", "C", "C", "C", "C", "C", "C", "C", "H", "H", "H", "H", "H", "H", "H", "H", "H", "H", "H", "H", "H", "H", "H", "H", "H", "H", "H", "H", "H", "H", "H", "H", "H", "H", "H", "H", "H", "H", "H", "H", "N", "C", "C", "C", "N", "H", "H", "H", "H", "H", "H", "H", "H", "H", "H", "Cl", "Si", "Cl", "Cl", "C", "C", "C", "C", "C", "C", "Te", "N", "C", "O", "C", "C", "C", "C", "C", "C", "C", "C", "C", "C", "C", "C", "C", "C", "C", "C", "H", "H", "H", "H", "H", "H", "H", "H", "H", "H", "H", "H", "H", "H", "H", "H", "H", "H", "H", "H", "H", "H", "H"],
  "positions_angstrom": [[0.2636, -0.4048, -0.3047], [4.0015, -7.8666, -0.2919], [4.5016, -6.4412, -0.5903], [5.9999, -6.4703, -0.9463], [3.7176, -5.8795, -1.7752], [3.6873, -6.5462, -2.9960], [2.9032, -6.0986, -4.0469], [2.1688, -4.9284, -3.9164], [2.2523, -4.1782, -2.7527], [1.3882, -2.5595, -2.4725], [-0.1697, -3.0954, -3.2915], [-0.9861, -3.9319, -2.5333], [-2.1598, -4.4469, -3.0671], [-2.5351, -4.1121, -4.3624], [-1.7321, -3.2714, -5.1200], [-0.5467, -2.7709, -4.5911], [2.2100, -1.4250, -3.6697], [2.7721, -1.7996, -4.8924], [3.4430, -0.8711, -5.6780], [3.5832, 0.4444, -5.2504], [3.0430, 0.8305, -4.0332], [2.3635, -0.0981, -3.2573], [2.9891, -4.7018, -1.6835], [2.9131, -3.9725, -0.5284], [3.4895, -4.4385, 0.6236], [3.2162, -3.6801, 1.7654], [3.8580, -4.0238, 2.9437], [4.6963, -5.1279, 2.9918], [4.8853, -5.9020, 1.8599], [4.2876, -5.5732, 0.6462], [1.9945, -2.2928, 1.5909], [3.1555, -0.9482, 2.0610], [3.6032, -0.5983, 3.3330], [4.5769, 0.3769, 3.4913], [5.1234, 1.0197, 2.3840], [4.6734, 0.6941, 1.1144], [3.6944, -0.2842, 0.9579], [0.7974, -2.6692, 2.9261], [1.0190, -2.7810, 4.2995], [-0.0196, -3.1125, 5.1566], [-1.2983, -3.3537, 4.6619], [-1.5312, -3.2634, 3.2980], [-0.4880, -2.9237, 2.4438], [4.1693, -8.5221, -1.1509], [2.9312, -7.8537, -0.0757], [4.5234, -8.2948, 0.5681], [6.1730, -7.0780, -1.8396], [6.5877, -6.8923, -0.1264], [6.3604, -5.4582, -1.1427], [4.2704, -7.4506, -3.1238], [2.8566, -6.6703, -4.9663], [1.5112, -4.6143, -4.7190], [-0.7011, -4.1745, -1.5122], [-2.7838, -5.1040, -2.4717], [-3.4519, -4.5118, -4.7826], [-2.0257, -3.0050, -6.1297], [0.0752, -2.1098, -5.1845], [2.7072, -2.8213, -5.2377], [3.8663, -1.1819, -6.6267], [4.1164, 1.1626, -5.8627], [3.1518, 1.8525, -3.6867], [1.9468, 0.2139, -2.3085], [3.7200, -3.4274, 3.8365], [5.1976, -5.3888, 3.9159], [5.5270, -6.7749, 1.9151], [3.1706, -1.0545, 4.2141], [4.9152, 0.6386, 4.4886], [5.8920, 1.7720, 2.5158], [5.0830, 1.1933, 0.2437], [3.3499, -0.5418, -0.0401], [1.9982, -2.6081, 4.7233], [0.1711, -3.1938, 6.2220], [-2.1041, -3.6094, 5.3411], [-2.5186, -3.4620, 2.8963], [-0.6761, -2.8580, 1.3769], [-0.5710, 2.0072, 0.7769], [0.0815, 3.1206, 1.5075], [0.1039, 2.9206, 3.0301], [1.0136, 1.7648, 3.4448], [0.4986, 0.4506, 3.0515], [-0.5968, 2.2286, -0.2131], [-1.5461, 1.9785, 1.0535], [-0.4059, 4.0710, 1.2783], [1.1131, 3.1874, 1.1524], [-0.9127, 2.7313, 3.3973], [0.4572, 3.8485, 3.4902], [1.1745, 1.7609, 4.5261], [1.9894, 1.9135, 2.9717], [0.1676, 0.6036, 2.1156], [-0.3236, 0.2063, 3.5936], [-2.4717, -1.4573, -0.7120], [-2.8112, 0.2351, -1.9341], [-1.0351, 0.2331, -3.0096], [-4.3324, -0.2758, -3.1758], [3.6173, 7.9316, -4.0535], [2.5415, 6.9818, -3.5826], [1.2131, 7.1681, -3.9305], [0.2016, 6.3104, -3.4916], [-1.2156, 6.6160, -3.9114], [0.5382, 5.2089, -2.6788], [-0.9807, 3.8840, -1.9262], [-2.8665, 1.6589, -1.1390], [-3.5371, 2.1480, -0.0596], [-3.4534, 3.3046, 0.3569], [-4.4514, 1.2140, 0.7147], [-3.9440, 0.2240, 1.5525], [-4.8032, -0.5814, 2.2910], [-6.1772, -0.4110, 2.1899], [-6.6906, 0.5691, 1.3476], [-5.8314, 1.3836, 0.6202], [-1.6898, 3.3500, -3.8500], [-3.0789, 3.3445, -4.0029], [-3.6647, 2.9796, -5.2074], [-2.8580, 2.6589, -6.2909], [-1.4770, 2.6697, -6.1453], [-0.8671, 2.9796, -4.9260], [0.6323, 2.8593, -4.8164], [1.8839, 5.0236, -2.3022], [2.3188, 3.9053, -1.3775], [2.8576, 5.9051, -2.7624], [3.2357, 8.6092, -4.8183], [4.4674, 7.3864, -4.4683], [3.9871, 8.5356, -3.2208], [0.9437, 8.0114, -4.5626], [-1.2948, 7.6417, -4.2772], [-1.9053, 6.4866, -3.0786], [-1.5469, 5.9455, -4.7078], [-2.8738, 0.0781, 1.6260], [-4.3972, -1.3399, 2.9524], [-6.8482, -1.0405, 2.7635], [-7.7634, 0.7089, 1.2692], [-6.2221, 2.1604, -0.0294], [-3.7032, 3.6143, -3.1562], [-4.7462, 2.9507, -5.3000], [-3.3004, 2.3950, -7.2459], [-0.8440, 2.4162, -6.9909], [1.1289, 3.8184, -4.9875], [1.0102, 2.1387, -5.5451], [0.9098, 2.5186, -3.8161], [1.8203, 2.9675, -1.6225], [2.0611, 4.1440, -0.3413], [3.4010, 3.7585, -1.4278], [3.8937, 5.7447, -2.4728]],
  "atomic_forces_ev_per_a": [[0.2, -0.1, 0.2], [0.0, 0.0, 0.0], [0.0, 0.1, -0.1], [0.0, 0.0, 0.0], [0.1, 0.0, 0.2], [-0.1, 0.0, -0.1], [0.0, -0.1, -0.1], [0.0, 0.0, 0.0], [0.2, 0.2, 0.5], [-0.4, -0.3, -0.6], [0.1, 0.2, -0.1], [-0.1, 0.0, 0.0], [0.1, 0.0, 0.0], [0.0, -0.1, 0.0], [0.1, 0.0, 0.0], [-0.1, 0.0, 0.1], [0.2, 0.0, 0.1], [0.0, 0.1, 0.0], [0.0, 0.0, 0.0], [0.0, -0.1, 0.0], [0.1, 0.0, 0.0], [0.1, -0.2, -0.2], [0.0, 0.1, 0.0], [0.1, -0.1, 0.0], [-0.1, 0.0, -0.1], [-0.3, 0.0, -0.4], [0.0, 0.0, 0.1], [0.0, 0.0, 0.1], [0.0, 0.0, 0.0], [0.1, -0.1, -0.1], [0.4, 0.2, 0.4], [-0.1, 0.1, -0.1], [0.0, 0.1, 0.0], [0.0, 0.0, 0.0], [-0.1, 0.0, 0.0], [0.0, -0.1, 0.0], [0.1, 0.1, 0.1], [0.0, -0.1, 0.0], [-0.1, 0.0, 0.0], [0.0, 0.0, 0.0], [0.0, 0.0, 0.0], [0.0, 0.0, 0.1], [0.0, 0.0, 0.1], [0.0, 0.0, 0.1], [0.1, 0.0, 0.0], [0.0, 0.0, -0.1], [0.0, 0.1, 0.1], [-0.1, 0.0, -0.1], [0.0, -0.1, 0.0], [0.0, 0.0, 0.0], [0.0, 0.0, 0.0], [0.1, 0.0, 0.0], [0.0, 0.0, -0.1], [0.0, 0.1, 0.0], [0.1, 0.1, 0.0], [0.0, 0.0, 0.1], [0.0, 0.0, 0.0], [0.0, 0.0, 0.0], [0.0, 0.0, 0.1], [0.0, 0.0, 0.0], [0.0, -0.1, 0.0], [0.0, 0.1, 0.1], [0.0, 0.0, -0.1], [0.0, 0.0, 0.0], [0.0, 0.0, 0.0], [0.0, 0.0, -0.1], [0.0, 0.0, -0.1], [0.0, 0.0, 0.0], [0.0, 0.0, 0.0], [0.0, 0.0, 0.0], [-0.1, 0.0, 0.0], [0.0, 0.0, -0.1], [0.1, 0.0, -0.1], [0.1, 0.0, 0.0], [0.0, 0.0, 0.0], [0.3, -0.2, 0.4], [0.1, -0.3, 0.2], [0.0, -0.1, -0.3], [-0.2, 0.0, 0.2], [0.3, 0.1, 0.2], [0.0, 0.1, 0.0], [0.0, 0.0, 0.1], [-0.1, 0.0, -0.1], [0.0, 0.0, 0.1], [0.0, 0.1, 0.0], [-0.1, 0.0, 0.0], [0.0, 0.1, 0.0], [0.1, -0.1, 0.0], [-0.3, -0.3, -0.4], [0.0, 0.0, 0.1], [0.0, -0.2, -0.1], [0.3, 0.3, 0.4], [-0.1, -0.1, -0.2], [-0.1, -0.1, -0.1], [-0.1, -0.1, 0.1], [0.1, 0.0, 0.0], [-0.1, -0.1, 0.0], [0.0, -0.1, 0.1], [0.1, 0.0, 0.0], [0.1, 0.3, 0.0], [0.2, 0.6, -0.8], [-0.4, 0.3, 0.6], [-0.2, -0.2, -0.3], [0.2, -0.4, -0.3], [-0.1, 0.0, -0.1], [-0.2, 0.1, 0.0], [0.0, 0.1, 0.0], [0.0, 0.0, -0.1], [0.1, 0.1, 0.0], [0.0, -0.1, 0.0], [-0.2, -0.1, -0.2], [0.1, 0.0, 0.0], [0.0, 0.0, 0.0], [0.1, 0.0, 0.0], [0.0, 0.0, 0.1], [0.0, 0.0, 0.0], [-0.2, 0.1, 0.0], [-0.1, -0.1, 0.0], [0.0, 0.2, -0.1], [0.0, -0.1, 0.0], [0.0, 0.0, 0.0], [0.0, 0.0, 0.0], [0.0, 0.0, 0.0], [0.0, -0.1, 0.1], [0.0, -0.1, 0.0], [-0.1, 0.0, 0.0], [0.0, 0.0, 0.0], [0.0, 0.0, 0.1], [0.0, 0.0, 0.0], [0.0, 0.0, 0.0], [0.1, 0.0, 0.0], [0.0, 0.0, 0.1], [0.0, 0.0, -0.1], [0.1, 0.0, 0.0], [0.0, 0.0, 0.1], [0.0, 0.0, 0.1], [0.0, 0.0, 0.0], [0.0, 0.0, 0.0], [0.0, 0.0, -0.1], [0.0, -0.1, 0.0], [0.1, 0.0, -0.1], [-0.1, 0.0, 0.0], [-0.1, 0.0, 0.0]]
}

Record 2
{
  "formula": "C30H24Cl60O3",
  "method": "ωB97M-V/def2-TZVPD",
  "gap_ha": 0.35410,
  "spin_multiplicity": 1,
  "charge": 0,
  "molar_mass_da": 2559.699,
  "species": ["C", "C", "C", "C", "C", "C", "C", "C", "C", "C", "C", "C", "C", "C", "O", "O", "C", "O", "H", "H", "H", "H", "H", "H", "H", "H", "H", "H", "H", "H", "H", "H", "H", "H", "H", "H", "H", "H", "H", "H", "H", "H", "C", "Cl", "Cl", "Cl", "Cl", "C", "Cl", "Cl", "Cl", "Cl", "C", "Cl", "Cl", "Cl", "Cl", "C", "Cl", "Cl", "Cl", "Cl", "C", "Cl", "Cl", "Cl", "Cl", "C", "Cl", "Cl", "Cl", "Cl", "C", "Cl", "Cl", "Cl", "Cl", "C", "Cl", "Cl", "Cl", "Cl", "C", "Cl", "Cl", "Cl", "Cl", "C", "Cl", "Cl", "Cl", "Cl", "C", "Cl", "Cl", "Cl", "Cl", "C", "Cl", "Cl", "Cl", "Cl", "C", "Cl", "Cl", "Cl", "Cl", "C", "Cl", "Cl", "Cl", "Cl", "C", "Cl", "Cl", "Cl", "Cl"],
  "positions_angstrom": [[0.1016, 2.8122, -1.2858], [-0.6398, 1.5498, -1.7639], [-1.6739, 1.7586, -2.8923], [-2.5230, 3.0369, -2.8625], [-3.7906, 2.9718, -2.0036], [-3.5317, 3.0721, -0.4865], [-4.1302, 1.9423, 0.3408], [-3.5704, 0.5571, 0.0479], [-4.4470, -0.5457, 0.6641], [-3.8678, -1.9175, 0.3030], [-2.5461, -2.0772, 0.9671], [-1.3151, -2.1896, 0.4555], [-0.9033, -2.1443, -0.9722], [-0.3793, -2.2716, 1.6038], [0.7963, -2.1387, 1.5955], [-1.1060, -2.4749, 2.7475], [-2.4168, -2.1034, 2.4516], [-3.1923, -1.8695, 3.2949], [1.1606, 2.5778, -1.1492], [-0.2447, 3.1396, -0.3031], [0.0499, 3.6296, -2.0010], [0.1253, 0.8724, -2.1564], [-1.0710, 1.0374, -0.9013], [-1.1681, 1.6453, -3.8521], [-2.3875, 0.9281, -2.8270], [-2.8645, 3.2172, -3.8889], [-1.9632, 3.9290, -2.5738], [-4.3829, 3.8464, -2.2889], [-4.3987, 2.0978, -2.2571], [-4.0069, 3.9951, -0.1478], [-2.4632, 3.1851, -0.2910], [-3.9314, 2.1302, 1.3999], [-5.2189, 1.9162, 0.2103], [-3.5114, 0.3624, -1.0277], [-2.5883, 0.4643, 0.5198], [-5.4599, -0.4306, 0.2730], [-4.4361, -0.4190, 1.7469], [-4.5229, -2.6943, 0.7146], [-3.7894, -2.0459, -0.7774], [-1.0278, -1.1347, -1.3725], [0.1593, -2.3843, -1.0428], [-1.4455, -2.8667, -1.5806], [-0.6144, -6.6097, -0.1965], [-1.8799, -7.2272, -1.2551], [0.9484, -6.6782, -1.0146], [-0.9483, -4.9172, 0.2017], [-0.5702, -7.5519, 1.2957], [3.5410, -9.1201, -3.0709], [4.9980, -10.0774, -3.3333], [3.9883, -7.5650, -2.3599], [2.7237, -8.8471, -4.6119], [2.4568, -9.9797, -1.9733], [-2.0957, 6.8175, -0.3083], [-3.5551, 6.5898, -1.2810], [-0.6768, 6.4463, -1.2914], [-2.0282, 8.4882, 0.2441], [-2.1378, 5.7364, 1.0945], [-6.1381, -7.0136, -2.0543], [-4.8193, -8.1021, -2.4980], [-5.4621, -5.5468, -1.3326], [-7.0616, -6.5892, -3.4959], [-7.1924, -7.8110, -0.8879], [3.1426, -0.0826, -0.2281], [3.6549, -1.2083, 1.0133], [2.6504, -0.9659, -1.6808], [1.7787, 0.8749, 0.3694], [4.4707, 1.0110, -0.6471], [0.6582, 10.7083, 2.5114], [1.8946, 11.7824, 3.1676], [-0.6850, 11.6750, 1.8834], [1.3469, 9.7423, 1.2054], [0.0616, 9.6412, 3.7836], [3.6635, -6.0484, 2.1717], [2.8584, -7.5045, 1.5830], [3.9294, -6.1927, 3.9124], [5.2200, -5.8636, 1.3488], [2.6712, -4.6229, 1.8515], [8.8712, -10.7890, -4.6430], [7.6914, -11.5075, -5.7445], [10.4815, -10.8840, -5.3583], [8.4482, -9.1010, -4.3536], [8.8515, -11.6679, -3.1108], [-1.2740, 2.5295, 3.6886], [0.0983, 3.4708, 4.2672], [-1.8496, 1.4565, 4.9588], [-2.5813, 3.6196, 3.1961], [-0.7776, 1.5621, 2.2867], [-4.9952, 11.3219, -0.4574], [-5.9870, 12.7398, -0.8028], [-4.5766, 10.5078, -1.9664], [-3.5127, 11.8217, 0.3661], [-5.8887, 10.2090, 0.5820], [7.5991, -0.8700, 3.0912], [6.6542, -0.2428, 1.7400], [8.8261, 0.3092, 3.5686], [6.4888, -1.1578, 4.4358], [8.3753, -2.3849, 2.6229], [2.6308, -0.2703, 5.4239], [1.6297, -0.9550, 4.1521], [1.6400, 0.1424, 6.8265], [3.8563, -1.4604, 5.8915], [3.4359, 1.1835, 4.8194], [0.9746, 5.1675, -5.3148], [0.6950, 6.6702, -6.1955], [2.1540, 4.1821, -6.1826], [1.6004, 5.5403, -3.7025], [-0.5427, 4.2757, -5.1687], [10.5777, -5.5255, 1.3783], [11.1442, -7.0356, 0.6616], [11.2779, -5.3326, 2.9866], [11.0607, -4.1679, 0.3588], [8.8158, -5.5599, 1.5096], [-6.8742, 4.8852, 2.7223], [-7.2395, 4.6726, 4.4357], [-7.8347, 6.2161, 2.0701], [-5.1579, 5.2612, 2.5300], [-7.2522, 3.4001, 1.8491]],
  "atomic_forces_ev_per_a": [[0.4, -0.2, -0.1], [0.4, 0.3, -0.3], [-0.3, -0.1, 0.7], [-0.4, -0.3, -0.4], [0.2, 0.4, 0.1], [-0.5, 0.0, -0.1], [0.3, -0.3, 0.1], [-0.6, -0.3, 0.4], [0.5, 0.5, -0.6], [-0.2, -0.1, 0.7], [0.2, -0.2, -0.3], [-0.8, 0.4, -0.1], [0.6, 0.2, 0.0], [-0.6, -0.1, -0.4], [0.9, -0.2, 0.1], [0.2, 0.6, 0.3], [1.0, -0.7, -1.0], [-1.2, 0.2, 1.2], [-0.3, 0.3, -0.2], [-0.2, 0.3, -0.1], [-0.2, 0.1, 0.0], [-0.1, -0.1, 0.0], [-0.1, 0.1, -0.1], [0.0, 0.2, 0.0], [0.1, -0.1, -0.2], [0.1, 0.0, 0.0], [0.1, -0.1, 0.0], [-0.1, -0.1, 0.0], [0.1, -0.1, 0.0], [0.2, 0.0, 0.1], [0.0, -0.1, 0.1], [-0.3, 0.1, 0.0], [0.1, 0.1, 0.0], [0.2, 0.1, 0.0], [0.1, 0.1, -0.4], [-0.1, -0.2, 0.2], [-0.3, -0.1, 0.0], [0.0, 0.0, -0.2], [0.0, 0.0, 0.0], [-0.1, -0.1, 0.0], [-0.1, 0.0, 0.0], [-0.1, 0.1, 0.0], [0.2, 0.0, 0.0], [0.0, 0.0, 0.0], [-0.2, -0.1, -0.1], [-0.2, -0.5, 0.1], [-0.1, 0.0, -0.1], [0.0, 0.0, 0.0], [0.0, 0.0, 0.0], [0.0, 0.1, 0.0], [0.0, 0.0, 0.0], [0.0, 0.0, 0.0], [-0.1, 0.0, 0.1], [0.0, 0.0, 0.0], [0.0, 0.0, 0.0], [0.0, 0.1, 0.0], [0.2, 0.3, -0.2], [0.0, 0.0, 0.0], [-0.1, -0.1, -0.1], [0.0, 0.0, 0.0], [0.0, 0.0, 0.0], [0.0, 0.0, 0.0], [-0.1, 0.0, 0.1], [0.0, -0.1, -0.1], [0.0, 0.0, 0.0], [0.4, -0.4, 0.3], [0.0, 0.0, 0.0], [0.0, 0.0, 0.0], [0.0, 0.0, 0.0], [0.1, 0.0, 0.1], [0.0, 0.0, 0.0], [0.0, 0.0, 0.0], [0.0, 0.1, 0.1], [0.2, 0.0, 0.1], [0.0, 0.0, 0.0], [0.0, 0.0, 0.0], [-0.1, -0.1, 0.0], [0.0, 0.0, 0.0], [0.0, 0.0, 0.0], [0.0, 0.0, 0.0], [0.0, 0.0, 0.0], [0.0, 0.0, 0.0], [0.0, 0.0, 0.0], [0.0, 0.0, 0.0], [0.0, 0.0, 0.0], [0.1, -0.3, 0.4], [0.0, 0.0, 0.0], [0.0, 0.0, 0.0], [0.0, 0.0, 0.0], [0.0, 0.0, 0.0], [-0.1, 0.0, -0.1], [0.0, 0.0, 0.0], [-0.1, 0.0, 0.1], [0.3, 0.1, 0.0], [0.0, 0.0, 0.0], [0.3, 0.0, -0.2], [0.0, 0.0, 0.0], [0.0, 0.0, -0.1], [0.0, 0.0, 0.0], [0.0, 0.0, 0.0], [-0.3, -0.1, 0.3], [0.0, 0.0, 0.0], [0.0, 0.0, 0.0], [0.0, 0.0, 0.0], [0.0, 0.0, 0.0], [0.0, 0.0, 0.0], [0.1, 0.1, 0.0], [0.0, 0.0, 0.0], [0.0, 0.0, 0.0], [0.0, 0.0, 0.0], [0.0, 0.0, 0.0], [0.0, -0.1, 0.0], [0.0, 0.0, 0.1], [0.0, 0.0, 0.0], [0.0, 0.0, 0.0], [-0.1, 0.2, -0.1], [0.0, 0.0, 0.0]]
}